Record 1
Here is one molecule with the formula C3H3N3S in a non-equilibrium geometry from the OMol25 dataset. Energies are from ωB97M-V/def2-TZVPD.

LUMO energy: -0.0101 Eh
Kohn-Sham gap: 9.1 eV
SMILES string: Sc1nccnn1

```
! RIJCOSX wB97M-V def2-TZVPD def2/J DEFGRID3
* xyz 0 1
C 0.339 -0.867 0.420
C -0.619 0.169 -1.302
C -0.435 1.356 -0.563
H 1.072 -1.584 2.446
H -0.995 0.236 -2.323
H -0.715 2.347 -0.940
N -0.197 -0.969 -0.799
N 0.177 1.406 0.609
N 0.525 0.236 1.136
S 0.847 -2.332 1.315
*
```

Computed Löwdin charges, given in elementary charges:
1 C -0.74
2 C -0.10
3 C -0.13
4 H -0.10
5 H 0.11
6 H 0.10
7 N 0.08
8 N 0.04
9 N -0.02
10 S 0.77

=====

Record 2
Here is a 32-piece molecular cluster, C15H77ClO33 overall in a non-equilibrium geometry from the OMol25 dataset. Energies are from ωB97M-V/def2-TZVPD.

LUMO energy: -0.0447 Eh
Kohn-Sham gap: 8.3 eV

```
! RIJCOSX wB97M-V def2-TZVPD def2/J DEFGRID3
* xyz 0 1
C -2.491 -2.235 -1.677
C -1.092 -1.732 -1.098
C -0.552 -0.671 -2.135
C -0.191 -3.012 -0.948
C 1.181 -2.749 -0.181
C 1.101 -1.569 0.827
C 0.235 -1.521 1.875
Cl -0.923 -2.871 2.194
C 0.233 -0.251 2.783
O 0.078 -0.278 3.985
C 0.484 1.077 2.001
C -0.179 2.325 2.320
C 0.114 3.489 1.466
C 1.096 3.451 0.324
C 1.765 2.185 0.023
C 1.429 1.036 0.852
C 2.066 -0.356 0.549
O 3.201 -0.507 0.162
H -2.392 -2.541 -2.758
H -3.254 -1.428 -1.599
H -2.863 -3.102 -1.064
H -1.341 -1.213 -0.141
H -0.726 -0.965 -3.198
H -1.147 0.282 -1.996
H 0.525 -0.427 -1.935
H -0.739 -3.876 -0.472
H 0.084 -3.349 -1.983
H 1.480 -3.684 0.372
H 1.959 -2.532 -0.966
H -0.904 2.378 3.190
H -0.393 4.471 1.639
H 1.351 4.329 -0.314
H 2.510 2.025 -0.793
O -0.894 6.119 0.376
H -1.852 6.101 0.518
H -0.720 7.009 0.045
O -3.450 -0.043 0.055
H -3.259 0.025 0.996
H -4.390 0.173 -0.009
O -5.417 -0.632 2.073
H -4.710 -0.809 2.704
H -6.122 -1.229 2.345
O 3.884 4.371 1.301
H 3.096 3.835 1.452
H 4.536 3.739 0.970
O -2.043 1.832 5.190
H -2.140 1.724 6.145
H -1.544 1.047 4.915
O 6.242 3.236 1.778
H 6.421 2.687 2.555
H 7.033 3.780 1.692
O -4.383 -0.236 4.934
H -4.196 -0.795 5.697
H -3.600 0.324 4.854
O 1.839 7.219 1.764
H 1.056 6.677 1.919
H 2.492 6.594 1.420
O -2.096 3.234 -0.901
H -2.557 2.700 -0.244
H -1.172 3.198 -0.622
O 5.477 1.099 -0.612
H 4.766 0.452 -0.478
H 5.533 1.565 0.231
O 1.941 -4.642 -2.231
H 2.800 -4.426 -1.844
H 2.110 -5.453 -2.726
O -3.726 5.804 0.585
H -4.103 6.248 1.355
H -4.280 5.020 0.470
O 6.063 4.341 -1.337
H 5.958 4.249 -0.383
H 6.544 3.545 -1.596
O 0.575 -6.924 -0.607
H -0.382 -6.903 -0.472
H 0.784 -6.043 -0.941
O 4.798 -5.061 -2.895
H 5.190 -4.750 -3.722
H 5.544 -5.102 -2.288
O -5.593 1.262 -1.789
H -5.253 2.073 -2.191
H -5.888 0.733 -2.540
O 2.272 -3.336 3.443
H 2.439 -3.236 4.387
H 1.326 -3.162 3.352
O -3.966 6.500 -2.352
H -4.081 6.411 -1.397
H -3.448 5.722 -2.596
O -5.448 -3.148 3.637
H -5.945 -3.654 4.290
H -4.529 -3.258 3.906
O 6.532 3.361 4.460
H 6.700 3.453 5.404
H 5.582 3.515 4.375
O 7.094 -4.298 -4.227
H 8.002 -4.577 -4.066
H 7.179 -3.587 -4.877
O 1.131 -2.185 -4.008
H 1.292 -2.760 -3.248
H 1.950 -1.685 -4.100
O -3.397 4.122 6.702
H -2.548 4.368 7.087
H -3.204 3.322 6.199
O -5.977 4.111 -2.043
H -6.932 4.073 -1.921
H -5.818 5.003 -2.385
O -2.432 -6.285 -0.705
H -2.776 -5.824 0.069
H -3.028 -7.034 -0.812
O -0.628 0.187 -5.205
H -1.169 0.193 -6.003
H -0.058 -0.587 -5.311
O 2.780 3.528 -2.527
H 2.809 3.586 -3.489
H 3.487 4.119 -2.234
O 1.441 -9.958 -0.249
H 1.292 -9.040 -0.513
H 2.400 -10.042 -0.229
O -7.713 1.671 -3.354
H -7.518 1.738 -2.409
H -8.650 1.885 -3.418
O -3.016 -7.715 1.730
H -2.158 -7.496 2.113
H -2.851 -8.529 1.240
O 6.595 -1.701 -5.867
H 5.640 -1.682 -5.733
H 6.803 -0.820 -6.197
*
```

Löwdin population analysis, charges in e, atoms 1 to 99:
1 C -0.08
2 C -0.39
3 C -0.07
4 C -0.19
5 C -0.13
6 C -0.13
7 C -0.47
8 Cl 0.72
9 C -0.30
10 O 0.08
11 C -0.05
12 C 0.01
13 C -0.04
14 C -0.06
15 C 0.00
16 C -0.04
17 C -0.24
18 O 0.11
19 H 0.09
20 H 0.05
21 H 0.07
22 H 0.08
23 H 0.04
24 H 0.09
25 H 0.07
26 H 0.08
27 H 0.09
28 H 0.13
29 H 0.10
30 H 0.10
31 H 0.08
32 H 0.11
33 H 0.11
34 O -0.07
35 H 0.00
36 H 0.06
37 O -0.07
38 H 0.02
39 H 0.02
40 O -0.06
41 H 0.00
42 H 0.03
43 O -0.06
44 H 0.01
45 H -0.01
46 O -0.06
47 H 0.06
48 H 0.02
49 O -0.06
50 H 0.04
51 H 0.07
52 O -0.05
53 H 0.04
54 H 0.00
55 O -0.06
56 H 0.01
57 H 0.02
58 O -0.05
59 H 0.02
60 H 0.00
61 O -0.07
62 H 0.00
63 H 0.00
64 O -0.06
65 H 0.04
66 H 0.07
67 O -0.04
68 H 0.07
69 H 0.07
70 O -0.05
71 H -0.01
72 H 0.04
73 O -0.06
74 H 0.01
75 H 0.00
76 O -0.06
77 H 0.01
78 H 0.04
79 O -0.06
80 H 0.03
81 H 0.04
82 O -0.06
83 H 0.04
84 H -0.03
85 O -0.06
86 H 0.00
87 H 0.05
88 O -0.05
89 H 0.05
90 H 0.04
91 O -0.06
92 H 0.05
93 H 0.05
94 O -0.05
95 H 0.05
96 H 0.02
97 O -0.06
98 H 0.00
99 H 0.05

=====

Record 3
Here is one molecule with the formula HN3S in a non-equilibrium geometry from the OMol25 dataset. Energies are from ωB97M-V/def2-TZVPD.

LUMO energy (spin up / spin down): -0.0255 / -0.0255 Eh
Kohn-Sham gap (spin up / spin down): 7.9 / 7.9 eV

```
! RIJCOSX wB97M-V def2-TZVPD def2/J DEFGRID3
* xyz 0 1
N -1.403 0.160 0.341
N -2.263 0.750 -0.070
N 1.390 -0.138 -0.525
S 0.140 -0.818 0.115
H 2.136 0.046 0.138
*
```

Computed Löwdin charges, given in elementary charges:
1 N -0.33
2 N 0.15
3 N -0.47
4 S 0.69
5 H -0.05

=====

Record 4
Here is a 2-piece molecular cluster, C6H12 overall from the OMol25 dataset. Energies are from ωB97M-V/def2-TZVPD.

LUMO energy: 0.0368 Eh
Kohn-Sham gap: 9.7 eV
SMILES string: CC1(C)C=CC1.[H][H]

```
! RIJCOSX wB97M-V def2-TZVPD def2/J DEFGRID3
* xyz 0 1
C -0.244 0.104 1.694
C 0.377 -0.201 0.319
C 1.436 -1.273 0.383
C -0.653 -0.349 -0.755
C -0.688 0.980 -0.998
C 0.654 1.188 -0.374
H 0.524 0.528 2.351
H -1.054 0.839 1.605
H -0.658 -0.787 2.179
H 2.290 -0.945 0.979
H 1.770 -1.529 -0.628
H 1.013 -2.177 0.841
H -0.938 -1.245 -1.296
H -2.463 -0.208 -1.809
H -1.458 1.698 -1.254
H -2.199 0.259 -2.322
H 0.858 2.086 0.211
H 1.435 1.031 -1.129
*
```

Computed Löwdin charges, given in elementary charges:
1 C -0.05
2 C -0.54
3 C -0.05
4 C -0.12
5 C -0.14
6 C -0.12
7 H 0.08
8 H 0.09
9 H 0.08
10 H 0.08
11 H 0.08
12 H 0.08
13 H 0.09
14 H 0.06
15 H 0.08
16 H 0.07
17 H 0.10
18 H 0.12

=====

Record 5
Here is a 4-piece molecular cluster, C28H52ClN4O15S4 overall in a non-equilibrium geometry from the OMol25 dataset. Energies are from ωB97M-V/def2-TZVPD.

LUMO energy: -0.1112 Eh
Kohn-Sham gap: 8.3 eV

```
! RIJCOSX wB97M-V def2-TZVPD def2/J DEFGRID3
* xyz 1 1
C 2.345 -4.758 0.142
C 1.185 -3.881 0.795
N 1.246 -2.554 0.219
C 0.171 -1.614 0.404
C -0.571 -2.002 1.760
N -1.658 -2.970 1.678
N 0.629 -0.167 0.647
C 2.004 0.165 0.152
C 2.637 1.464 0.858
C 4.223 1.319 0.770
C 4.923 1.178 2.175
C 6.274 0.397 1.931
O 7.162 1.179 1.114
C 8.267 0.367 0.693
C -0.439 0.868 0.347
O -0.057 1.779 -0.689
C -0.678 1.862 1.555
C -1.600 1.550 2.664
C -1.727 2.585 3.653
C -1.029 3.842 3.624
N -0.159 4.116 2.584
C -0.053 3.164 1.647
C -1.857 0.307 -0.090
C -2.607 1.456 -0.902
C -4.168 1.137 -0.790
C -4.696 0.181 -1.918
S -4.883 1.062 -3.540
O -1.881 -0.855 -0.924
C -0.718 -1.667 -0.905
C 0.082 -1.257 -2.231
Cl -1.319 -3.357 -1.336
H 2.202 -5.828 0.416
H 2.388 -4.587 -0.962
H 3.288 -4.411 0.645
H 0.238 -4.459 0.685
H 1.423 -3.883 1.897
H 1.826 -2.430 -0.601
H -1.086 -1.062 2.119
H 0.150 -2.207 2.599
H -1.488 -3.811 2.229
H -2.565 -2.572 1.916
H 0.746 -0.103 1.675
H 2.781 -0.598 0.382
H 2.079 0.383 -0.935
H 2.270 1.600 1.901
H 2.384 2.306 0.172
H 4.537 0.517 0.051
H 4.605 2.274 0.322
H 4.297 0.708 2.967
H 5.253 2.213 2.465
H 6.033 -0.520 1.315
H 6.796 0.121 2.880
H 8.516 -0.410 1.467
H 9.182 0.987 0.515
H 8.050 -0.178 -0.266
H 0.179 1.304 -1.506
H -2.180 0.611 2.706
H -2.430 2.403 4.497
H -1.195 4.591 4.427
H 0.652 3.418 0.820
H -2.558 0.085 0.761
H -2.496 2.449 -0.395
H -2.309 1.482 -1.972
H -4.670 2.128 -0.963
H -4.468 0.834 0.246
H -5.747 -0.098 -1.631
H -4.133 -0.774 -2.009
H -3.631 0.962 -4.079
H -0.395 -0.339 -2.669
H -0.031 -2.025 -3.040
H 1.177 -1.145 -2.078
C -3.566 -6.591 -0.314
C -4.356 -5.427 0.253
O -5.723 -5.760 0.018
S -5.899 -7.366 0.096
O -6.364 -7.704 1.396
O -6.547 -7.804 -1.088
O -4.331 -7.753 0.006
H -3.486 -6.523 -1.402
H -2.568 -6.662 0.118
H -4.104 -4.481 -0.222
H -4.210 -5.341 1.334
C 0.774 -1.567 -7.091
C 2.210 -1.284 -7.485
O 2.739 -0.507 -6.404
S 2.040 -0.966 -5.031
O 2.899 -1.889 -4.371
O 1.518 0.191 -4.383
O 0.816 -1.792 -5.676
H 0.133 -0.703 -7.280
H 0.368 -2.437 -7.603
H 2.284 -0.739 -8.424
H 2.791 -2.207 -7.555
C -0.973 7.317 3.416
C -2.318 7.495 2.734
O -2.860 8.692 3.292
S -1.655 9.707 3.649
O -1.518 10.636 2.583
O -1.794 10.108 5.003
O -0.447 8.639 3.544
H -1.091 6.903 4.422
H -0.300 6.685 2.841
H -2.988 6.654 2.907
H -2.196 7.646 1.658
*
```

Löwdin population analysis, charges in e, atoms 1 to 99:
1 C -0.06
2 C -0.29
3 N -0.01
4 C -0.34
5 C -0.18
6 N 0.02
7 N 0.07
8 C -0.10
9 C -0.13
10 C -0.18
11 C -0.15
12 C -0.25
13 O -0.21
14 C -0.11
15 C -0.30
16 O 0.00
17 C -0.08
18 C 0.01
19 C -0.04
20 C -0.08
21 N 0.08
22 C -0.10
23 C -0.22
24 C -0.10
25 C -0.25
26 C -0.54
27 S 0.69
28 O -0.12
29 C -0.64
30 C -0.06
31 Cl 0.73
32 H 0.08
33 H 0.08
34 H 0.08
35 H 0.08
36 H 0.12
37 H 0.11
38 H 0.10
39 H 0.14
40 H 0.09
41 H 0.09
42 H 0.18
43 H 0.13
44 H 0.13
45 H 0.12
46 H 0.10
47 H 0.11
48 H 0.12
49 H 0.11
50 H 0.13
51 H 0.12
52 H 0.13
53 H 0.09
54 H 0.10
55 H 0.09
56 H 0.11
57 H 0.10
58 H 0.11
59 H 0.11
60 H 0.12
61 H 0.13
62 H 0.13
63 H 0.11
64 H 0.10
65 H 0.11
66 H 0.08
67 H 0.07
68 H -0.15
69 H 0.10
70 H 0.07
71 H 0.06
72 C -0.18
73 C -0.19
74 O -0.19
75 S 0.63
76 O -0.21
77 O -0.21
78 O -0.18
79 H 0.13
80 H 0.13
81 H 0.11
82 H 0.13
83 C -0.15
84 C -0.15
85 O -0.18
86 S 0.60
87 O -0.22
88 O -0.24
89 O -0.20
90 H 0.14
91 H 0.14
92 H 0.14
93 H 0.14
94 C -0.19
95 C -0.18
96 O -0.19
97 S 0.63
98 O -0.21
99 O -0.21

=====

Record 6
Here is one molecule with the formula C4H7NO in a non-equilibrium geometry from the OMol25 dataset. Energies are from ωB97M-V/def2-TZVPD.

LUMO energy: -0.0008 Eh
Kohn-Sham gap: 9.3 eV
SMILES string: CC/N=C\C=O

```
! RIJCOSX wB97M-V def2-TZVPD def2/J DEFGRID3
* xyz 0 1
C -1.073 -0.778 -1.064
N -0.213 0.955 -0.186
C 0.342 0.081 -1.153
C -0.041 0.822 1.065
C 1.127 0.251 1.769
O 1.249 0.332 2.972
H -1.549 -0.638 -2.031
H -1.848 -0.444 -0.334
H -0.845 -1.804 -0.813
H 1.397 -0.267 -0.958
H 0.346 0.452 -2.183
H -0.835 1.223 1.692
H 1.937 -0.165 1.139
*
```

Computed Löwdin charges, given in elementary charges:
1 C -0.05
2 N -0.02
3 C -0.20
4 C -0.16
5 C -0.25
6 O 0.04
7 H 0.06
8 H 0.08
9 H 0.06
10 H 0.11
11 H 0.09
12 H 0.12
13 H 0.11

=====

Record 7
Here is one molecule with the formula C5H8N2 in a non-equilibrium geometry from the OMol25 dataset. Energies are from ωB97M-V/def2-TZVPD.

LUMO energy: 0.0292 Eh
Kohn-Sham gap: 10.9 eV
SMILES string: C[C@@]1(CC#N)CN1

```
! RIJCOSX wB97M-V def2-TZVPD def2/J DEFGRID3
* xyz 0 1
C 0.607 -0.869 -1.060
C 0.299 0.171 -0.007
C -1.125 0.721 -0.087
C -2.205 -0.219 -0.234
N -3.114 -0.923 -0.176
C 0.963 0.109 1.311
N 1.299 1.169 0.355
H -0.120 -1.688 -1.019
H 0.566 -0.430 -2.064
H 1.604 -1.285 -0.893
H -1.220 1.656 -0.644
H -1.838 0.889 0.959
H 1.663 -0.707 1.469
H 0.444 0.448 2.204
H 2.177 0.957 -0.114
*
```

Computed Löwdin charges, given in elementary charges:
1 C -0.02
2 C -0.53
3 C -0.10
4 C -0.32
5 N 0.14
6 C -0.11
7 N 0.06
8 H 0.09
9 H 0.09
10 H 0.08
11 H 0.12
12 H 0.20
13 H 0.11
14 H 0.11
15 H 0.10

=====

Record 8
Here is a 2-piece molecular cluster, C4H8O4 overall in a non-equilibrium geometry from the OMol25 dataset. Energies are from ωB97M-V/def2-TZVPD.

LUMO energy: 0.0245 Eh
Kohn-Sham gap: 10.7 eV
SMILES string: O=CCCC(=O)O.O

```
! RIJCOSX wB97M-V def2-TZVPD def2/J DEFGRID3
* xyz 0 1
O 0.066 0.150 -1.741
C 1.038 0.523 -1.151
O 1.367 1.828 -1.022
C 2.065 -0.340 -0.498
C 1.513 -1.735 -0.043
C 0.088 -1.619 0.442
O -0.201 -0.798 1.271
H 0.836 2.377 -1.626
H 2.868 -0.498 -1.217
H 2.577 0.126 0.339
H 2.146 -1.976 0.807
H 1.774 -2.527 -0.745
H -0.659 -2.317 0.030
H -4.563 2.590 1.363
H -5.526 2.127 2.375
O -5.389 2.090 1.418
*
```

Computed Löwdin charges, given in elementary charges:
1 O 0.12
2 C -0.54
3 O 0.10
4 C -0.09
5 C -0.13
6 C -0.27
7 O 0.07
8 H 0.13
9 H 0.13
10 H 0.12
11 H 0.11
12 H 0.11
13 H 0.13
14 H 0.03
15 H 0.03
16 O -0.07

=====

Record 9
Here is one molecule with the formula C5H7NOS in a non-equilibrium geometry from the OMol25 dataset. Energies are from ωB97M-V/def2-TZVPD.

LUMO energy: -0.0261 Eh
Kohn-Sham gap: 7.9 eV
SMILES string: CC(/C=N\O)=C/C=S

```
! RIJCOSX wB97M-V def2-TZVPD def2/J DEFGRID3
* xyz 0 1
C 1.223 1.620 -0.281
C 0.276 0.521 0.082
C -1.053 0.628 -0.116
C -2.025 -0.374 0.285
C 0.932 -0.658 0.716
H 0.713 2.499 -0.692
H 1.806 1.965 0.568
H 1.949 1.299 -1.041
H -1.467 1.509 -0.546
H -1.617 -1.270 0.779
H 1.585 -0.471 1.533
H 0.250 -3.034 -0.921
N 0.917 -1.879 0.358
O 0.135 -2.108 -0.751
S -3.623 -0.247 0.028
*
```

Computed Löwdin charges, given in elementary charges:
1 C -0.05
2 C -0.25
3 C -0.15
4 C -0.68
5 C -0.13
6 H 0.08
7 H 0.08
8 H 0.09
9 H 0.09
10 H 0.05
11 H 0.11
12 H 0.09
13 N 0.01
14 O -0.04
15 S 0.68

=====

Q: Number 4 is which compound?
A: C6H12